#i
C5H8 in the gas phase. Source: the Open Molecules 2025 dataset; level of theory: wB97M-V/def2-TZVPD.

Each line ends with the Mulliken charge.
Element x y z (Å)
H 1.3187 -1.5911 -0.0310  0.300
C 0.1341 0.7081 0.1992  0.042
H 2.0711 0.5719 1.0486  0.273
H -1.8464 1.9486 -1.5434  0.253
H 1.6221 -1.8865 1.7027  0.348
C 1.0587 0.1771 1.1876  -0.291
H 0.7253 0.4673 2.1890  0.257
C -0.7118 0.6302 -0.6554  0.201
H -2.5767 0.3582 -1.7279  0.298
C 1.0019 -1.3437 0.9884  -1.130
C -1.6286 0.9010 -1.7400  -1.124
H -0.0380 -1.6731 1.0849  0.306
H -1.1306 0.7321 -2.7027  0.266

LUMO   1.04 eV
HOMO-LUMO gap   10.2968 eV
HOMO level   -9.257 eV
Total charge   0
Structure (SMILES)   CC#CCC



#ii
C5H8 in the gas phase. Source: the Open Molecules 2025 dataset; level of theory: wB97M-V/def2-TZVPD.

Each line ends with the Mulliken charge.
Element x y z (Å)
H 1.2573 1.1154 1.2244  0.395
C -1.1418 -0.3684 -0.3120  -0.652
H -2.1337 -0.4916 0.1288  0.283
C -0.5903 1.0865 -0.2339  -0.562
H -1.1423 -0.8147 -1.3131  0.247
C 1.2785 -0.5518 -0.1756  -0.531
C 0.6071 0.5671 0.5574  -0.255
C 0.0190 -0.8403 0.5660  -0.260
H -1.2711 1.7357 0.3285  0.277
H 1.3064 -0.5372 -1.2626  0.177
H -0.0450 -1.5852 1.3550  0.377
H 2.1866 -0.8986 0.3109  0.250
H -0.3305 1.5829 -1.1739  0.253

LUMO   1.31 eV
HOMO-LUMO gap   11.0372 eV
HOMO level   -9.724 eV
Total charge   0
Structure (SMILES)   C1C[C@H]2C[C@@H]12



Consider the structures shown above. The least stable of them is #i.